{"formula": "C20H27ClFN3O2", "method": "ωB97M-V/def2-TZVPD", "e_tot_ev": -44985.116, "gap_ha": 0.3300, "e_above_lowest_ev": 0.784, "homo_energy_ha": -0.3093, "fmax_ev_per_a": 0.6, "smiles": "C[C@H]1CCCN(CCCNC(=O)[C@H]2CC(=O)N(c3ccc(F)c(Cl)c3)C2)C1", "symbols": ["Cl", "F", "O", "O", "N", "N", "N", "C", "C", "C", "C", "C", "C", "C", "C", "C", "C", "C", "C", "C", "C", "C", "C", "C", "C", "C", "C", "H", "H", "H", "H", "H", "H", "H", "H", "H", "H", "H", "H", "H", "H", "H", "H", "H", "H", "H", "H", "H", "H", "H", "H", "H", "H", "H"], "coordinates": [[7.083, -2.340, -1.173], [8.650, 0.008, -0.284], [2.507, -1.727, 0.435], [1.464, 2.686, -1.048], [3.249, 0.427, 0.796], [-2.736, 0.137, -0.195], [-0.593, 1.904, -0.546], [0.712, 2.091, -0.303], [-2.412, -1.284, -0.232], [-3.186, -3.672, -0.278], [7.332, 0.098, -0.027], [-1.214, 2.257, -1.802], [1.169, 1.524, 1.055], [-1.989, 1.069, -2.369], [4.612, 0.309, 0.520], [2.321, -0.571, 0.732], [-4.924, -0.416, 0.876], [6.472, -0.933, -0.387], [6.841, 1.225, 0.603], [5.120, -0.825, -0.116], [5.492, 1.333, 0.877], [-3.174, 0.674, -1.481], [-4.568, -1.900, 0.870], [0.977, 0.013, 1.139], [2.682, 1.698, 1.213], [-3.639, 0.417, 0.911], [-3.633, -2.215, -0.299], [-4.172, -2.031, -1.235], [-1.895, 3.103, -1.647], [4.460, -1.629, -0.394], [0.760, -0.314, 2.158], [-1.756, -1.470, -1.084], [-5.538, -0.175, 1.745], [2.956, 1.919, 2.251], [-0.421, 2.572, -2.485], [-5.473, -2.506, 0.799], [-3.805, -0.037, -2.033], [-1.310, 0.224, -2.488], [3.031, 2.499, 0.555], [0.620, 2.055, 1.835], [-5.495, -0.168, -0.021], [5.138, 2.220, 1.375], [7.526, 2.013, 0.875], [-2.639, -3.890, 0.637], [-4.047, -4.335, -0.329], [-4.067, -2.156, 1.808], [-2.369, 1.337, -3.356], [-3.775, 1.566, -1.291], [-1.180, 1.318, 0.042], [-2.536, -3.887, -1.123], [0.197, -0.374, 0.486], [-3.873, 1.484, 0.909], [-1.855, -1.516, 0.682], [-3.096, 0.191, 1.836]]}

---

{"formula": "C19H28INO3Pt", "method": "ωB97M-V/def2-TZVPD", "e_tot_ev": -39113.383, "charge": 2, "gap_ha": 0.1222, "homo_energy_ha": -0.5374, "fmax_ev_per_a": 1.2, "symbols": ["Pt", "I", "O", "O", "O", "N", "C", "C", "C", "C", "C", "C", "C", "C", "C", "C", "C", "C", "C", "C", "C", "C", "C", "C", "C", "H", "H", "H", "H", "H", "H", "H", "H", "H", "H", "H", "H", "H", "H", "H", "H", "H", "H", "H", "H", "H", "H", "H", "H", "H", "H", "H", "H"], "coordinates": [[1.029, 2.688, 2.909], [2.450, -2.904, 0.699], [2.370, 0.338, 2.296], [-3.137, -2.141, 0.699], [2.871, -0.443, -2.669], [-3.162, 0.021, 0.064], [3.157, 2.682, 0.976], [-0.589, -0.540, -2.572], [0.359, -1.472, -1.759], [-3.751, -1.084, 0.711], [2.145, 0.402, 1.096], [0.508, -2.638, 1.600], [-5.089, -0.964, 1.369], [0.147, -1.159, 1.348], [-3.771, 1.339, 0.215], [4.541, 2.563, 1.636], [1.188, -0.526, 0.453], [3.276, 2.344, -2.067], [2.758, 1.343, -1.104], [2.681, 1.497, 0.255], [-2.761, -0.274, -1.311], [2.377, 0.018, -1.668], [1.280, -0.696, -0.945], [-1.407, 0.363, -1.646], [-0.465, -3.667, 1.047], [0.916, -2.106, -2.455], [-1.523, 1.343, -2.106], [-0.021, 0.046, -3.295], [-5.042, -1.514, 2.307], [2.889, 3.341, -1.856], [4.368, 2.369, -2.052], [-3.125, 2.090, -0.232], [2.988, 2.072, -3.080], [0.625, -2.813, 2.665], [-5.814, -1.476, 0.737], [0.180, -0.607, 2.284], [-5.425, 0.044, 1.573], [-3.524, 0.079, -2.009], [-0.266, -2.103, -1.132], [-4.760, 1.407, -0.245], [-3.882, 1.580, 1.270], [-2.652, -1.352, -1.398], [-0.852, -1.078, 0.911], [5.293, 2.848, 0.902], [-0.919, 0.515, -0.680], [-0.304, -4.632, 1.523], [3.093, 3.576, 0.361], [2.445, 2.838, 1.881], [4.627, 3.252, 2.472], [4.732, 1.554, 1.986], [-1.223, -1.207, -3.154], [-1.489, -3.332, 1.213], [-0.341, -3.822, -0.023]]}

---

{"formula": "C4H2BrN2O2", "method": "ωB97M-V/def2-TZVPD", "e_tot_ev": -81295.098, "charge": -1, "gap_ha": 0.2538, "e_above_lowest_ev": 0.928, "homo_energy_ha": -0.1405, "fmax_ev_per_a": 5.2, "symbols": ["Br", "O", "O", "N", "N", "C", "C", "C", "C", "H", "H"], "coordinates": [[0.045, 2.965, -3.329], [-0.040, -1.900, 2.504], [-2.319, -2.403, 2.340], [0.722, 1.109, -1.373], [-0.182, -0.334, 0.221], [-0.351, 1.471, -1.923], [-1.211, -1.934, 2.026], [0.846, 0.275, -0.210], [-0.821, -1.154, 0.800], [1.593, 1.754, -1.331], [1.719, 0.152, 0.276]]}

---

{"formula": "C9H27O12P3", "method": "ωB97M-V/def2-TZVPD", "e_tot_ev": -62212.103, "gap_ha": 0.3945, "e_above_lowest_ev": 2.289, "homo_energy_ha": -0.3792, "fmax_ev_per_a": 3.3, "smiles": "COP(=O)(OC)OC.COP(=O)(OC)OC.COP(=O)(OC)OC", "symbols": ["P", "P", "P", "O", "O", "O", "O", "O", "O", "O", "O", "O", "O", "O", "O", "C", "C", "C", "C", "C", "C", "C", "C", "C", "H", "H", "H", "H", "H", "H", "H", "H", "H", "H", "H", "H", "H", "H", "H", "H", "H", "H", "H", "H", "H", "H", "H", "H", "H", "H", "H"], "coordinates": [[5.214, -11.989, -7.134], [-0.617, -6.665, -5.073], [-2.654, -4.533, -13.594], [-2.231, -4.614, -15.226], [4.036, -12.508, -8.126], [5.855, -10.642, -7.732], [6.421, -13.085, -7.278], [-1.359, -5.263, -4.872], [-0.023, -7.056, -3.595], [-1.341, -3.868, -12.935], [-3.257, -5.736, -12.940], [-3.595, -3.178, -13.538], [-1.790, -7.807, -5.205], [4.668, -11.893, -5.755], [0.409, -6.717, -6.187], [-0.999, -4.268, -5.756], [-4.283, -2.914, -12.364], [-2.376, -8.022, -6.489], [7.213, -13.197, -6.107], [-0.852, -7.317, -2.481], [-0.132, -4.724, -12.759], [2.651, -12.166, -7.931], [5.041, -9.526, -8.052], [-1.858, -3.460, -16.006], [-1.994, -7.302, -7.213], [-1.197, -8.345, -2.595], [2.063, -13.082, -7.987], [-4.590, -3.844, -11.885], [-3.465, -8.066, -6.467], [5.366, -8.938, -8.910], [-0.066, -3.900, -5.328], [7.614, -12.214, -5.862], [3.993, -9.779, -8.216], [-1.110, -3.723, -16.753], [2.319, -11.722, -6.993], [-2.659, -2.968, -16.557], [6.620, -13.585, -5.279], [-5.187, -2.354, -12.604], [0.789, -4.595, -13.326], [-1.525, -2.596, -15.431], [-0.381, -7.260, -1.499], [2.251, -11.558, -8.743], [-2.116, -9.005, -6.884], [-0.398, -5.774, -12.886], [-0.795, -4.637, -6.762], [-3.720, -2.230, -11.729], [0.093, -4.438, -11.731], [5.023, -8.842, -7.204], [-1.726, -6.668, -2.432], [-1.774, -3.502, -5.736], [8.099, -13.818, -6.232]]}

---

{"formula": "C11H16BeBrCl3F4KMgN4O8P2S", "method": "ωB97M-V/def2-TZVPD", "e_tot_ev": -204048.865, "charge": 1, "gap_ha": 0.1094, "homo_energy_ha": -0.3528, "fmax_ev_per_a": 3.9, "symbols": ["Br", "K", "Cl", "Cl", "Cl", "S", "P", "P", "Mg", "F", "F", "F", "F", "O", "O", "O", "O", "O", "O", "O", "O", "N", "N", "N", "N", "C", "C", "C", "C", "C", "C", "C", "C", "C", "C", "C", "Be", "H", "H", "H", "H", "H", "H", "H", "H", "H", "H", "H", "H", "H", "H", "H", "H"], "coordinates": [[4.382, 0.878, 6.248], [4.445, 2.971, 8.140], [3.872, -1.124, 4.949], [-1.440, -3.034, -1.350], [-1.678, -5.327, -3.141], [-1.489, -1.366, 2.555], [-2.285, -0.356, 1.151], [1.559, 2.377, -3.309], [-0.665, 2.348, -4.414], [0.241, -0.599, -4.451], [2.836, 1.935, 0.869], [2.592, 3.306, -0.728], [3.323, 1.261, -1.093], [-0.855, -1.086, 5.519], [-3.274, 0.813, 1.596], [-3.206, -1.279, 0.276], [0.988, -0.138, 6.107], [-5.521, -0.610, -4.024], [1.024, -1.849, 4.797], [-3.412, 0.056, -3.615], [-4.563, -1.121, -2.092], [0.593, 1.631, -1.963], [0.366, -1.021, 5.481], [0.704, 0.680, 1.582], [0.967, 3.910, -3.479], [2.616, -0.218, 2.749], [1.533, -0.304, 1.715], [1.540, -1.556, 0.881], [0.249, 0.865, 0.287], [-4.418, -0.552, -3.185], [-0.681, 1.180, -2.274], [-1.079, 0.419, -0.050], [1.056, 1.487, -0.673], [2.453, 2.015, -0.379], [-1.929, -4.739, -1.505], [-1.520, 0.593, -1.370], [1.962, 5.463, -1.786], [1.336, 1.710, -4.543], [-1.110, 1.261, -3.298], [-2.526, 0.287, -1.711], [0.550, 4.060, -4.413], [-2.787, 1.573, 1.941], [-1.332, -5.329, -0.820], [-2.705, -1.768, -0.421], [1.975, -2.358, 1.479], [2.150, -1.423, -0.025], [-6.090, -1.120, -3.428], [2.927, 2.500, -3.034], [0.553, -1.875, 0.550], [2.686, 0.781, 3.178], [2.507, -1.009, 3.566], [-2.980, -4.818, -1.255], [3.562, -0.381, 2.217]]}

---

{"formula": "C10H15N5O4", "method": "ωB97M-V/def2-TZVPD", "e_tot_ev": -26246.907, "gap_ha": 0.2772, "e_above_lowest_ev": 9.663, "homo_energy_ha": -0.2741, "fmax_ev_per_a": 3.9, "symbols": ["O", "O", "O", "O", "N", "N", "N", "N", "N", "C", "C", "C", "C", "C", "C", "C", "C", "C", "C", "H", "H", "H", "H", "H", "H", "H", "H", "H", "H", "H", "H", "H", "H", "H"], "coordinates": [[3.343, -1.214, -0.147], [4.168, 0.915, 0.221], [-1.090, -3.331, 0.171], [-0.492, 3.564, -1.264], [3.714, 2.211, 0.254], [-0.182, 1.368, -0.869], [-0.203, -0.595, 0.391], [1.481, 3.017, -0.282], [3.044, -0.037, 0.010], [-0.679, 0.185, 1.600], [-0.188, -2.995, 1.228], [1.914, 0.704, 0.106], [-1.669, 3.063, -1.948], [0.309, 2.589, -0.805], [-2.072, -2.294, -0.001], [0.607, 0.248, -0.449], [2.335, 2.084, 0.072], [0.646, -1.777, 0.861], [-1.421, -1.005, -0.480], [-2.662, -2.115, 0.919], [1.346, -2.031, 0.047], [0.854, -0.409, -1.310], [-1.264, -0.495, 2.237], [1.236, -1.428, 1.733], [-2.725, -2.688, -0.795], [-2.106, -0.144, -0.444], [-2.300, 3.941, -2.081], [-0.715, -2.822, 2.188], [-1.286, 1.013, 1.209], [-1.066, -1.129, -1.514], [-1.395, 2.629, -2.917], [0.478, -3.867, 1.302], [0.222, 0.555, 2.119], [-2.183, 2.291, -1.366]]}